{"formula": "C5H5BrO2", "method": "wB97M-V/def2-TZVPD", "elements": ["Br", "O", "O", "C", "C", "C", "C", "C", "H", "H", "H", "H", "H"], "xyz": [[-0.808, -4.814, -1.349], [-0.007, -2.748, 0.053], [-1.050, -1.479, 1.703], [-2.083, 0.534, -0.899], [-1.124, -3.323, -0.268], [-1.615, 1.667, -0.685], [-0.141, -1.611, 0.949], [1.050, -0.849, 0.517], [1.049, 0.072, 1.035], [-1.060, 2.456, -0.214], [1.236, -0.791, -0.550], [-2.643, -0.237, -1.384], [1.826, -1.358, 0.879]], "total_energy_ha": -2917.82577, "charge": 0, "lumo_energy_ev": 0.0, "multiplicity": 1, "de_lowest_ev": 4.599, "homo_lumo_gap_ev": 9.1, "homo_ha": -0.3339}